Entry 1:
{"formula": "C5H10ClNO", "method": "the ωB97M-V functional and the def2-TZVPD basis", "elements": ["C", "N", "C", "C", "C", "O", "C", "Cl", "H", "H", "H", "H", "H", "H", "H", "H", "H", "H"], "xyz": [[-0.3819, -2.1168, 0.6548], [-0.1715, -0.7403, 0.3635], [0.5149, -0.3906, -0.8496], [0.1218, 1.0804, -1.0761], [-0.6874, 1.5218, 0.1783], [-0.0295, 2.2337, 1.1340], [-1.1606, 0.1489, 0.5778], [-2.9166, -0.1114, -0.3600], [-1.1373, -2.5234, -0.0409], [0.4960, -2.7600, 0.5710], [-0.6400, -2.0706, 1.6963], [0.3397, -1.0522, -1.6584], [1.7734, -0.5001, -0.7278], [1.0654, 1.7422, -1.3105], [-0.5424, 1.1576, -1.8729], [-1.5766, 2.1575, 0.0452], [0.8411, 1.8602, 1.3607], [-1.6444, 0.0188, 1.5951]], "forces_ev_per_a": [[-0.2, -0.5, -0.1], [1.0, 0.0, -1.4], [4.3, 1.0, 0.8], [2.6, 1.5, 0.5], [-0.9, -0.4, -1.4], [1.9, 0.4, 1.7], [-2.4, -0.1, 3.4], [0.7, -0.2, -0.3], [-0.1, 0.0, 0.6], [0.3, 0.5, -0.1], [-0.8, -0.9, 0.5], [-0.7, -0.6, -0.9], [-3.3, 0.3, 0.0], [-2.0, -1.1, 0.6], [-1.0, 0.1, -1.6], [0.4, -0.4, -0.9], [-0.5, 0.0, -0.2], [0.9, 0.4, -1.1]], "nbo_charge": [-0.410, -0.434, -0.199, -0.458, 0.054, -0.691, 0.092, -0.321, 0.205, 0.211, 0.211, 0.198, 0.171, 0.224, 0.235, 0.213, 0.469, 0.231], "e_lumo_ev": 0.7, "smiles": "CN1CC[C@H](O)[C@H]1Cl", "homo_ev": -9.248, "relative_energy_ev": 1.400, "charge": 0, "orbital_gap_ev": 9.94}

***

Entry 2:
{"formula": "C20H54ClN4O3Si4", "method": "the ωB97M-V functional and the def2-TZVPD basis", "elements": ["N", "C", "C", "C", "C", "C", "C", "N", "C", "N", "Cl", "N", "C", "O", "H", "H", "H", "H", "H", "H", "H", "H", "H", "H", "H", "H", "H", "H", "H", "H", "H", "H", "O", "Si", "C", "C", "C", "Si", "C", "C", "C", "H", "H", "H", "H", "H", "H", "H", "H", "H", "H", "H", "H", "H", "H", "H", "H", "H", "H", "O", "Si", "C", "C", "C", "Si", "C", "C", "C", "H", "H", "H", "H", "H", "H", "H", "H", "H", "H", "H", "H", "H", "H", "H", "H", "H", "H"], "xyz": [[-1.1967, -4.0303, 3.0596], [-1.9143, -2.7443, 2.8456], [-1.2012, -1.5515, 3.4534], [-1.6955, -0.2145, 2.9165], [-1.4454, 0.0295, 1.4416], [0.0293, 0.0659, 1.0305], [0.6112, -1.2735, 0.7106], [0.0081, -1.8071, -0.5736], [0.5275, -2.9742, -0.8837], [-0.1414, -3.9775, -1.3813], [-1.8121, -3.8961, -1.5958], [1.8734, -3.1278, -0.7383], [2.4745, -1.7994, -0.5923], [2.0158, -1.1903, 0.5915], [-0.3161, -3.8218, 3.5205], [-0.9185, -4.4116, 2.1616], [-2.1114, -2.6147, 1.7838], [-2.8699, -2.8169, 3.3414], [-0.1248, -1.6517, 3.4000], [-1.4285, -1.5656, 4.5102], [-2.7587, -0.1647, 3.1050], [-1.2185, 0.5639, 3.4956], [-2.0330, -0.6418, 0.8262], [-1.8465, 1.0081, 1.2235], [0.1073, 0.6685, 0.1368], [0.5961, 0.5393, 1.8152], [0.3850, -2.0031, 1.4843], [-0.9993, -1.8444, -0.4238], [0.3151, -4.8356, -1.6619], [2.0817, -3.6511, 0.1126], [3.5448, -1.8559, -0.5272], [2.2393, -1.1983, -1.4592], [-7.1252, -0.1050, -0.8936], [-5.5380, -0.3744, -1.1897], [-4.4802, 0.9098, -0.3281], [-5.1862, -0.3072, -3.0258], [-5.0551, -2.0674, -0.5525], [-8.2810, 1.0604, -1.1209], [-9.9121, 0.4781, -0.4338], [-8.4845, 1.4172, -2.9456], [-7.7830, 2.6378, -0.2463], [-4.6555, 1.9031, -0.7443], [-3.4190, 0.6772, -0.4489], [-4.7041, 0.9459, 0.7407], [-5.8337, -0.9972, -3.5704], [-4.1475, -0.5800, -3.2296], [-5.3537, 0.6964, -3.4200], [-5.6333, -2.8504, -1.0466], [-5.2240, -2.1462, 0.5235], [-3.9945, -2.2510, -0.7450], [-10.2480, -0.4327, -0.9329], [-10.6720, 1.2471, -0.5820], [-9.8400, 0.2728, 0.6360], [-7.5789, 1.8593, -3.3669], [-9.3057, 2.1181, -3.1036], [-8.7056, 0.5026, -3.4997], [-6.8808, 3.0678, -0.6874], [-7.5886, 2.4524, 0.8123], [-8.5804, 3.3786, -0.3218], [7.3670, 2.0364, 0.5235], [8.2596, 2.6090, -0.7456], [7.1331, 3.3567, -2.0407], [9.2368, 1.2176, -1.5278], [9.4449, 3.9175, -0.1506], [6.1851, 0.9438, 0.8396], [5.7641, 0.9586, 2.6563], [6.7444, -0.7819, 0.3681], [4.6387, 1.3542, -0.1369], [6.4902, 2.5974, -2.4921], [7.7227, 3.8154, -2.8361], [6.4934, 4.1259, -1.6027], [9.8531, 0.7092, -0.7835], [9.8941, 1.6081, -2.3064], [8.5762, 0.4770, -1.9843], [10.1333, 3.5158, 0.5952], [8.9116, 4.7584, 0.2968], [10.0330, 4.2947, -0.9889], [6.6335, 0.6992, 3.2626], [4.9751, 0.2321, 2.8641], [5.4121, 1.9430, 2.9705], [6.8995, -0.8661, -0.7098], [5.9940, -1.5209, 0.6629], [7.6818, -1.0354, 0.8657], [4.8153, 1.2560, -1.2108], [4.3129, 2.3768, 0.0624], [3.8276, 0.6766, 0.1426]], "forces_ev_per_a": [[0.3, 0.6, -0.4], [0.4, -0.7, 0.2], [-0.5, 0.1, 0.2], [0.3, -0.6, 0.0], [0.3, 0.5, 0.2], [-0.9, -0.1, -0.3], [0.5, 0.4, 0.0], [-0.8, 0.2, 1.5], [0.4, -0.3, -0.4], [-0.8, -0.6, -0.3], [0.0, -0.2, 0.1], [0.7, 0.4, 0.5], [0.3, 0.2, 0.3], [-0.2, 0.0, -0.3], [-0.1, -0.2, 0.2], [-0.2, -0.2, 0.1], [-0.1, 0.1, -0.2], [-0.5, 0.0, 0.0], [0.4, 0.0, -0.2], [0.1, 0.0, 0.4], [-0.4, 0.2, 0.1], [0.0, 0.4, 0.1], [-0.2, -0.3, -0.2], [-0.2, 0.3, -0.2], [0.3, 0.3, -0.3], [0.4, 0.1, 0.3], [-0.1, -0.2, 0.1], [-0.1, 0.3, -0.7], [0.1, 0.1, -0.1], [0.2, -0.5, -0.4], [0.4, -0.3, 0.2], [-0.2, 0.0, -0.3], [0.1, -0.1, 0.0], [0.2, 0.1, -0.2], [-0.1, -0.1, 0.0], [-0.1, 0.0, 0.1], [-0.2, 0.1, 0.1], [-0.4, 0.4, -0.1], [0.2, -0.2, 0.0], [0.2, -0.1, 0.1], [0.2, -0.2, 0.0], [0.0, 0.0, 0.0], [-0.1, 0.0, -0.1], [0.0, 0.0, 0.0], [0.0, 0.0, 0.0], [0.0, 0.0, 0.0], [0.0, 0.0, 0.0], [0.0, 0.0, 0.0], [0.0, 0.0, 0.0], [0.0, 0.0, 0.0], [0.0, 0.0, 0.0], [0.0, 0.0, 0.0], [0.0, 0.0, 0.0], [0.0, 0.0, 0.0], [0.0, 0.0, 0.0], [0.0, 0.0, 0.0], [0.0, 0.1, 0.0], [0.0, 0.0, 0.0], [0.0, 0.0, 0.0], [-0.1, 0.0, 0.0], [0.3, 0.2, -0.4], [-0.1, -0.1, 0.2], [-0.2, 0.0, 0.2], [-0.2, -0.1, 0.2], [-0.1, -0.2, 0.1], [0.1, 0.1, -0.1], [0.0, 0.1, -0.1], [0.1, 0.0, -0.1], [0.0, 0.0, 0.0], [0.0, 0.0, 0.0], [0.0, 0.0, 0.0], [0.0, 0.0, 0.0], [0.0, 0.0, 0.0], [0.0, 0.0, 0.0], [0.0, 0.0, 0.0], [0.0, 0.0, 0.0], [0.0, 0.0, 0.0], [0.0, 0.0, 0.0], [0.0, 0.0, 0.0], [0.0, 0.0, 0.0], [0.0, 0.0, 0.0], [0.0, 0.0, 0.0], [0.0, 0.0, 0.0], [0.0, 0.0, 0.0], [0.0, 0.0, 0.0], [0.0, 0.0, 0.0]], "lowdin_charge": [0.011, -0.274, -0.211, -0.183, -0.200, -0.095, -0.288, 0.186, -0.458, -0.288, 0.810, 0.135, -0.161, -0.041, 0.058, 0.041, 0.083, 0.110, 0.098, 0.119, 0.118, 0.119, 0.077, 0.108, 0.132, 0.138, 0.134, 0.100, 0.141, 0.173, 0.133, 0.144, -0.266, 0.342, -0.154, -0.157, -0.160, 0.357, -0.162, -0.160, -0.161, 0.033, 0.008, 0.042, 0.040, 0.028, 0.029, 0.039, 0.036, -0.029, 0.035, 0.037, 0.034, 0.024, 0.038, 0.037, 0.023, 0.036, 0.037, -0.267, 0.354, -0.162, -0.162, -0.162, 0.342, -0.159, -0.160, -0.152, 0.021, 0.036, 0.036, 0.037, 0.036, 0.022, 0.035, 0.035, 0.036, 0.037, 0.028, 0.035, 0.025, 0.020, 0.040, 0.027, 0.041, 0.004], "e_lumo_ev": -3.4, "homo_ev": -11.772, "charge": 1, "orbital_gap_ev": 8.32}

***

Entry 3:
{"formula": "C4H8O3", "method": "the ωB97M-V functional and the def2-TZVPD basis", "elements": ["O", "C", "C", "C", "O", "C", "O", "H", "H", "H", "H", "H", "H", "H", "H"], "xyz": [[1.5587, -1.3375, -0.7679], [1.1051, -0.1387, -1.3801], [0.5365, 0.7393, -0.3146], [-0.1616, 0.3389, 0.7558], [-0.2048, 1.1722, 1.8367], [-1.0440, -0.8763, 0.9086], [-1.4097, -1.1743, 2.2337], [1.8562, -1.9323, -1.4654], [0.3759, -0.3536, -2.1756], [1.9455, 0.4029, -1.8458], [0.7334, 1.8078, -0.3930], [0.5790, 1.7199, 1.6805], [-1.9405, -0.6796, 0.2933], [-0.5297, -1.7405, 0.4795], [-1.3555, -0.3569, 2.7460]], "forces_ev_per_a": [[0.1, -0.3, -0.2], [-0.2, 0.3, -0.2], [-0.1, -0.1, 0.0], [0.0, 0.0, -0.4], [0.0, 0.3, -0.1], [0.2, 0.0, -0.4], [0.1, 0.1, 0.2], [0.0, 0.0, 0.1], [0.1, -0.1, 0.0], [-0.2, -0.2, 0.1], [0.4, -0.1, 0.2], [-0.4, 0.2, 0.6], [0.1, -0.1, 0.2], [-0.1, 0.1, 0.0], [0.0, -0.1, 0.0]], "nbo_charge": [-0.721, -0.087, -0.379, 0.343, -0.690, -0.128, -0.707, 0.469, 0.164, 0.170, 0.198, 0.493, 0.175, 0.219, 0.481], "e_lumo_ev": 0.8, "smiles": "OC/C=C(/O)CO", "homo_ev": -8.657, "relative_energy_ev": 2.416, "charge": 0, "orbital_gap_ev": 9.43}

***

Entry 4:
{"formula": "C34H32N2O6", "method": "the ωB97M-V functional and the def2-TZVPD basis", "elements": ["C", "C", "O", "C", "C", "C", "O", "O", "C", "C", "C", "C", "C", "C", "N", "O", "O", "C", "C", "O", "H", "H", "H", "H", "H", "H", "H", "H", "H", "H", "H", "H", "H", "H", "C", "N", "C", "C", "C", "C", "C", "C", "C", "C", "C", "C", "C", "C", "C", "C", "C", "C", "C", "C", "C", "C", "H", "H", "H", "H", "H", "H", "H", "H", "H", "H", "H", "H", "H", "H", "H", "H", "H", "H"], "xyz": [[3.0962, 5.7032, -0.6181], [1.9826, 4.8780, -0.0015], [2.4428, 3.6852, 0.5803], [1.4211, 3.0644, 1.2476], [1.6874, 1.8000, 1.9313], [2.9845, 1.1527, 1.7874], [3.3039, 0.2078, 2.4970], [3.8456, 1.6575, 0.8586], [5.0994, 1.0343, 0.9332], [6.2027, 1.9898, 0.5176], [0.7144, 1.2325, 2.8120], [0.9195, -0.0240, 3.4277], [0.0349, -0.5289, 4.3391], [-1.0912, 0.1876, 4.6924], [-1.9535, -0.3202, 5.7481], [-2.8296, 0.4256, 6.2048], [-1.7688, -1.4741, 6.1498], [-1.3435, 1.4081, 4.0892], [-0.4732, 1.9094, 3.1587], [0.3066, 3.5701, 1.2871], [2.7152, 6.5638, -1.1731], [3.7719, 6.0643, 0.1580], [3.6941, 5.0937, -1.2956], [1.4668, 5.4319, 0.7963], [1.2202, 4.5798, -0.7354], [5.2343, 0.6921, 1.9695], [5.0418, 0.1434, 0.2970], [7.1981, 1.6047, 0.7524], [6.1520, 2.2030, -0.5508], [6.0663, 2.9466, 1.0286], [1.8064, -0.5881, 3.2117], [0.2250, -1.4745, 4.8218], [-2.2191, 1.9674, 4.3816], [-0.6900, 2.8552, 2.6933], [3.9708, -4.7975, -2.8696], [3.0235, -3.9442, -3.6014], [2.4753, -4.5740, -4.8070], [2.2651, -2.9591, -2.9087], [2.7565, -1.6435, -2.7772], [1.9634, -0.6492, -2.2831], [0.6465, -0.9022, -1.8499], [-0.2631, 0.1508, -1.4550], [-1.3571, 0.0152, -0.5290], [-2.1824, 1.1561, -0.6303], [-3.3520, 1.2536, 0.1181], [-3.6755, 0.2251, 0.9757], [-2.8477, -0.8876, 1.1142], [-1.6928, -1.0027, 0.3747], [-1.6096, 2.0325, -1.6241], [-0.4317, 1.4227, -2.1112], [0.2693, 2.0261, -3.1696], [-0.2036, 3.1997, -3.7013], [-1.3705, 3.7920, -3.2104], [-2.0787, 3.2195, -2.1766], [0.1912, -2.2337, -1.9204], [0.9592, -3.2259, -2.4503], [4.3680, -4.2625, -2.0076], [3.4650, -5.6965, -2.5209], [4.8016, -5.0913, -3.5095], [1.9028, -3.8436, -5.3755], [3.2724, -4.9497, -5.4447], [1.8244, -5.4019, -4.5376], [3.7544, -1.4368, -3.1288], [2.3597, 0.3443, -2.2052], [-3.9882, 2.1125, 0.0054], [-4.5954, 0.2787, 1.5363], [-3.1192, -1.6664, 1.8096], [-1.0436, -1.8494, 0.5014], [1.1503, 1.5602, -3.5763], [0.3160, 3.6647, -4.5267], [-1.7479, 4.6893, -3.6695], [-3.0012, 3.6420, -1.8203], [-0.8151, -2.4535, -1.6225], [0.5692, -4.2261, -2.5477]], "forces_ev_per_a": [[0.3, -0.5, 0.2], [-0.8, 1.0, -0.3], [-0.1, -0.6, 0.5], [-0.4, -0.8, 0.6], [1.1, 0.7, -1.5], [-0.7, -0.1, 0.8], [0.9, 0.2, -0.7], [-0.7, 0.1, 0.4], [1.1, -0.7, 0.3], [-0.4, 0.3, -0.2], [0.0, -0.1, 0.1], [-0.1, -0.3, -0.1], [-0.2, -0.4, 0.3], [-0.1, 0.0, 0.2], [-0.7, -0.2, 0.7], [0.8, -0.7, -0.5], [-0.2, 1.0, -0.4], [-0.4, -0.1, 0.4], [-0.3, 0.2, 0.0], [0.3, 0.6, -0.8], [-0.1, -0.1, 0.1], [0.0, 0.1, 0.0], [0.0, 0.0, -0.1], [0.1, 0.2, -0.5], [0.1, 0.4, -0.1], [0.3, 0.0, -0.5], [0.4, 0.0, 0.1], [-0.2, -0.1, 0.0], [0.1, 0.0, -0.1], [0.1, -0.1, 0.1], [-0.2, 0.0, 0.0], [0.0, -0.1, 0.0], [-0.1, 0.0, 0.0], [0.0, -0.2, 0.2], [-0.6, 0.7, 0.0], [0.9, 0.2, -0.3], [-0.3, 0.5, 0.9], [-0.4, -0.2, -0.3], [0.1, -1.1, -0.2], [-0.5, 0.4, 0.3], [0.2, 0.0, 0.0], [0.0, -0.7, 0.0], [-0.4, -0.1, 0.4], [-0.9, -0.7, 1.2], [1.0, 0.4, -1.0], [0.0, -0.6, 0.3], [-0.4, 0.1, 0.2], [0.6, 0.3, -0.3], [0.5, 1.0, -1.0], [0.2, 1.0, -0.5], [-0.1, -0.8, 0.6], [-0.3, 0.6, -0.2], [0.5, 0.0, -0.4], [0.0, -1.0, 0.7], [-0.4, 0.8, 0.3], [1.1, -0.3, -0.6], [0.0, 0.0, 0.0], [0.0, -0.3, 0.2], [0.0, 0.1, -0.1], [0.0, 0.0, 0.0], [0.2, 0.0, 0.1], [-0.3, -0.4, -0.2], [0.1, 0.1, 0.0], [0.1, 0.4, 0.1], [-0.2, 0.2, 0.1], [-0.1, 0.0, 0.2], [0.0, -0.1, 0.1], [0.1, -0.2, 0.1], [0.1, 0.0, -0.1], [0.0, 0.0, 0.0], [0.0, 0.2, -0.1], [-0.2, 0.2, 0.1], [-0.3, -0.1, 0.1], [-0.1, -0.1, 0.0]], "lowdin_charge": [-0.061, -0.260, -0.011, -0.421, -0.001, -0.423, 0.029, -0.018, -0.256, -0.062, -0.136, -0.003, -0.009, -0.180, -0.341, 0.040, 0.038, -0.010, -0.008, 0.023, 0.075, 0.075, 0.071, 0.126, 0.118, 0.119, 0.123, 0.074, 0.068, 0.080, 0.092, 0.115, 0.114, 0.093, -0.062, -0.226, -0.071, -0.212, 0.015, -0.005, -0.129, 0.051, -0.104, -0.089, 0.019, -0.037, -0.048, 0.016, -0.091, -0.092, 0.014, -0.063, -0.044, 0.014, -0.005, 0.008, 0.089, 0.079, 0.081, 0.089, 0.083, 0.075, 0.122, 0.115, 0.117, 0.115, 0.114, 0.117, 0.107, 0.109, 0.110, 0.117, 0.111, 0.121], "e_lumo_ev": -3.4, "homo_ev": -6.432, "charge": 0, "orbital_gap_ev": 3.05}